[1]
{"formula": "C19H29N7OsS2Si", "method": "ωB97M-V/def2-TZVPD", "elements": ["Os", "S", "S", "Si", "N", "N", "N", "N", "N", "N", "N", "C", "C", "C", "C", "C", "C", "C", "C", "C", "C", "C", "C", "C", "C", "C", "C", "C", "C", "C", "H", "H", "H", "H", "H", "H", "H", "H", "H", "H", "H", "H", "H", "H", "H", "H", "H", "H", "H", "H", "H", "H", "H", "H", "H", "H", "H", "H", "H"], "xyz": [[-0.91139, 0.03958, 0.21752], [-0.06740, -0.77876, 2.59791], [-3.04007, -0.86670, 1.00892], [-1.80256, 2.26374, 0.88731], [-3.15025, -3.49926, 1.76677], [1.59997, -0.20952, 4.54765], [-1.64649, -3.13881, 0.35911], [-2.56989, -4.72237, 1.54535], [1.99416, 0.93036, 2.60485], [0.67043, 0.49712, -0.92939], [-0.84626, -2.42931, -0.53266], [1.79575, 2.42905, -1.89994], [0.58929, 3.95003, -3.32588], [-0.70222, -5.48354, 0.09817], [0.64975, 1.65060, -1.77539], [1.64831, -0.49797, -1.23809], [-1.64264, -4.49357, 0.67416], [-3.18189, 2.68987, -0.27190], [2.05971, -0.68318, -2.56362], [-0.51225, 2.00091, -2.45152], [-2.48905, 2.07623, 2.59657], [2.17360, -1.33541, -0.25117], [-0.40157, 3.46661, 0.85534], [1.75867, 3.58178, -2.66601], [2.96438, -1.68253, -2.88438], [3.48263, -2.51130, -1.89648], [1.27641, 0.03999, 3.28689], [-0.54152, 3.15056, -3.22958], [-2.61269, -2.52118, 1.06399], [3.08305, -2.33177, -0.57960], [-3.58500, 3.65921, 0.04755], [0.56519, 4.85117, -3.92567], [-0.95420, -6.46618, 0.48744], [-1.37396, 1.34285, -2.40083], [-1.77812, 1.65098, 3.30819], [-3.92044, -3.42111, 2.41530], [-2.77810, 3.07366, 2.95088], [-0.77130, -5.50825, -0.98997], [-0.82938, 4.43423, 1.15169], [0.04099, 3.58232, -0.13365], [2.64438, 4.20014, -2.74681], [-3.99007, 1.95712, -0.21036], [-2.86770, 2.78976, -1.31158], [2.77401, 1.41831, 3.01615], [1.05418, -0.86490, 5.08169], [2.70542, 2.13280, -1.38819], [3.26138, -1.81633, -3.91703], [0.11622, -2.75887, -0.48595], [-1.44069, 3.41614, -3.77309], [4.20185, -3.28024, -2.15017], [1.88723, -1.19142, 0.77628], [0.32828, -5.25446, 0.37829], [1.75959, 1.12717, 1.64730], [0.37893, 3.21411, 1.57891], [2.37329, 0.24559, 5.00681], [-3.38634, 1.45306, 2.59117], [-1.19427, -2.56322, -1.47915], [3.50228, -2.95278, 0.20239], [1.64839, -0.05212, -3.34251]], "forces_ev_per_a": [[0.8, -0.6, 0.0], [-0.2, 0.1, -0.2], [0.0, 0.1, 0.0], [-0.6, 0.2, 0.1], [-0.3, -0.3, 0.3], [-0.1, -0.1, 0.0], [0.3, -0.1, -0.2], [-0.1, 0.3, 0.0], [-0.1, -0.1, 0.1], [0.0, -0.4, 0.3], [0.0, 0.1, -0.1], [0.1, 0.1, 0.1], [0.0, 0.0, 0.0], [0.0, 0.1, 0.0], [0.0, -0.1, 0.0], [-0.1, 0.1, -0.2], [0.0, 0.0, -0.1], [-0.1, 0.1, -0.2], [-0.1, 0.0, -0.1], [0.0, -0.1, -0.1], [-0.1, -0.1, 0.3], [0.0, 0.1, 0.0], [0.3, 0.1, 0.0], [0.0, 0.0, 0.0], [0.0, 0.0, 0.0], [0.0, 0.0, 0.0], [0.3, 0.2, -0.2], [0.0, 0.1, 0.0], [0.0, 0.0, 0.0], [0.0, 0.0, 0.0], [0.0, -0.1, 0.0], [0.0, 0.0, 0.0], [0.0, 0.0, 0.0], [0.0, 0.0, 0.0], [-0.1, 0.1, 0.0], [0.0, 0.0, 0.0], [0.0, -0.1, 0.0], [0.0, 0.0, 0.0], [0.1, -0.1, 0.0], [0.0, 0.1, 0.1], [0.0, 0.0, 0.0], [0.0, 0.1, 0.0], [-0.1, 0.0, 0.1], [0.0, 0.0, 0.0], [0.0, 0.0, 0.0], [0.0, 0.0, 0.0], [0.0, 0.0, 0.0], [0.1, 0.1, 0.1], [0.0, 0.0, 0.0], [0.0, 0.0, 0.0], [0.0, 0.0, 0.2], [0.0, 0.0, 0.0], [0.0, 0.0, -0.1], [-0.1, 0.1, -0.1], [0.0, 0.0, 0.0], [0.0, 0.1, 0.1], [0.0, 0.0, -0.1], [0.0, 0.0, 0.0], [0.1, 0.0, 0.0]], "total_charge": 2, "e_above_lowest_kcal_mol": 11.4, "e_lumo_ev": [-5.74, -7.72], "spin_multiplicity": 5, "total_energy_ev": -62605.4246, "homo_ha": [-0.493, -0.510]}

***

[2]
{"formula": "C19H30Br14O7PS", "method": "ωB97M-V/def2-TZVPD", "elements": ["Br", "Br", "Br", "Br", "Br", "Br", "Br", "Br", "Br", "Br", "Br", "Br", "Br", "Br", "S", "P", "O", "O", "O", "O", "O", "O", "O", "C", "C", "C", "C", "C", "C", "C", "C", "C", "C", "C", "C", "C", "C", "C", "C", "C", "C", "C", "H", "H", "H", "H", "H", "H", "H", "H", "H", "H", "H", "H", "H", "H", "H", "H", "H", "H", "H", "H", "H", "H", "H", "H", "H", "H", "H", "H", "H", "H"], "xyz": [[-1.93594, 4.48159, 0.08867], [-2.25870, -3.22302, -0.07886], [-0.63024, -1.59316, -4.30710], [-7.23965, 1.39708, 0.06422], [-3.78539, 1.58046, -1.21069], [-4.15493, -2.68464, -4.19010], [0.12368, 1.59324, -3.90755], [-6.99066, 1.72977, 4.89189], [-3.97056, -2.21289, 3.03256], [-0.77784, 7.74748, 1.35947], [2.07073, 0.11221, -1.10630], [7.93370, -0.90110, 0.22417], [-3.52871, 2.63457, 3.98952], [8.40852, 2.47172, 1.67957], [1.29078, -2.39820, 0.49030], [2.48482, -3.38846, -0.71421], [7.45982, -2.91049, 1.10020], [4.81021, -5.81340, 1.31534], [2.18587, -5.01200, -0.39290], [2.02057, -2.94960, -2.28879], [6.09751, -1.36646, -0.32937], [5.91935, -5.92809, -0.61106], [3.97285, -0.25062, -0.44749], [-3.46795, -1.73420, 0.25182], [-5.32882, 0.75358, 5.18388], [-5.41232, 0.98884, -2.10279], [9.25307, 0.48562, -0.20856], [5.31009, -5.21690, 0.35401], [-1.38033, -3.34306, -3.89738], [4.22852, -2.85950, -0.28519], [-6.58928, 1.84745, -1.71717], [9.73431, 1.19518, 1.03284], [0.09609, 2.02243, -2.00911], [6.46074, -2.58991, 0.38359], [5.30956, -3.65368, 0.15000], [-2.18972, 5.30133, 1.83827], [-4.20346, 1.68642, 5.55259], [-3.22121, -1.11664, 1.60402], [-2.43312, 6.78394, 1.71808], [-2.56548, -3.65160, -4.77641], [1.48039, 1.96049, -1.40643], [4.64384, -1.29771, -0.36796], [-2.16409, -0.98196, 1.82874], [-5.54678, -0.06312, -1.85457], [1.48445, 2.41947, -0.41700], [-3.12963, 7.04205, 0.92217], [-3.73160, -0.15579, 1.68597], [-2.83298, -4.70630, -4.70468], [1.22716, -5.04816, -0.18171], [2.24062, 2.43436, -2.02618], [8.78690, 1.15449, -0.93175], [10.07696, -0.04529, -0.68934], [-5.20157, 1.08126, -3.16874], [-2.79911, 7.19004, 2.66150], [-0.57047, -4.04969, -4.08284], [9.95099, 0.51800, 1.85739], [-4.49136, 2.44166, 6.28202], [-6.36145, 2.91210, -1.71226], [-3.25526, -1.01583, -0.54045], [-4.48147, -2.11437, 0.13009], [-2.40468, -3.39275, -5.82163], [-5.13401, 0.18069, 4.27893], [-5.54271, 0.06746, 6.00372], [-0.30375, 3.03761, -1.95434], [10.62117, 1.79368, 0.81735], [-3.06289, 4.80147, 2.26129], [-7.43311, 1.66364, -2.38284], [-0.60667, 1.33488, -1.54111], [-1.62047, -3.34424, -2.83487], [-1.31239, 5.05526, 2.43432], [1.71734, -2.01445, -2.20345], [-3.34986, 1.12577, 5.93466]], "forces_ev_per_a": [[0.1, 0.1, 0.1], [-0.2, 0.0, 0.1], [-0.2, -0.3, 0.2], [0.1, 0.1, 0.0], [-0.1, 0.1, 0.0], [0.0, 0.1, -0.1], [0.1, 0.3, 0.0], [0.0, 0.0, -0.1], [0.1, 0.0, 0.0], [-0.1, 0.0, -0.1], [-6.3, 3.3, -2.4], [11.3, 8.0, 0.5], [0.0, 0.0, 0.1], [0.0, 0.0, 0.1], [0.4, -0.7, 0.0], [-2.2, 0.4, 1.3], [-5.6, 0.3, -2.8], [-0.2, 2.5, 0.0], [0.9, 2.1, -1.7], [1.5, -1.1, 2.0], [-7.3, -3.1, 0.1], [-1.7, 4.2, 2.2], [9.3, -5.8, 2.7], [0.2, -0.1, -0.3], [-0.2, 0.0, 0.1], [0.3, 0.1, -0.2], [0.1, -0.5, 0.2], [2.4, -4.8, -2.3], [0.3, 0.1, -0.2], [1.1, -0.6, -0.3], [-0.3, -0.1, 0.1], [0.3, 0.3, -0.3], [0.0, 0.6, 0.0], [-0.3, -6.2, 2.2], [-2.0, 2.8, -1.0], [-0.2, -0.2, -0.1], [0.2, -0.1, 0.0], [-0.2, 0.2, 0.0], [0.1, 0.2, 0.2], [-0.1, -0.2, 0.1], [-0.6, -0.6, -0.4], [-1.7, -1.0, 0.0], [-0.1, -0.1, -0.1], [-0.1, 0.1, 0.0], [-0.1, -0.1, 0.0], [0.1, -0.1, 0.1], [0.0, -0.1, -0.1], [0.0, 0.1, 0.0], [0.7, 0.2, 0.0], [-0.2, 0.0, 0.0], [0.2, 0.1, 0.2], [0.1, 0.2, 0.1], [0.0, 0.0, 0.1], [0.0, -0.1, 0.0], [-0.1, 0.0, 0.0], [-0.1, 0.0, -0.1], [-0.1, -0.1, -0.1], [0.1, -0.1, 0.0], [0.0, -0.1, 0.2], [0.1, 0.1, 0.1], [0.0, 0.0, 0.2], [0.0, 0.1, 0.1], [0.1, 0.1, 0.0], [0.0, -0.1, -0.1], [-0.1, 0.0, 0.1], [0.1, 0.2, -0.1], [0.1, 0.0, 0.0], [0.2, 0.0, 0.0], [0.0, 0.0, -0.2], [-0.1, 0.1, -0.1], [0.0, -0.5, -0.1], [-0.1, 0.0, -0.1]], "total_charge": -1, "e_lumo_ev": 1.19, "spin_multiplicity": 1, "total_energy_ev": -1035235.7782, "homo_ha": -0.195}